18
Properties=species:S:1:pos:R:3:nbo_charge:R:1 method="wB97M-V/def2-TZVPD" e_homo_ev=-8.3 total_charge=0 de_lowest_kcal_mol=13.7 smiles=CNCCSS.O e_lumo_ha=0.010 orbital_gap_ev=8.558
S 2.164 1.470 1.135 -0.195
S 0.786 0.527 2.425 0.133
C -0.729 0.991 1.595 -0.551
C -0.855 0.557 0.130 -0.230
N -0.541 -0.851 -0.098 -0.648
C -1.519 -1.590 -0.888 -0.405
H 3.126 0.695 1.629 0.149
H -1.545 0.532 2.156 0.236
H -0.859 2.058 1.631 0.213
H -0.245 1.189 -0.509 0.177
H -1.870 0.777 -0.188 0.194
H 0.380 -0.922 -0.507 0.384
H -2.528 -1.305 -0.584 0.185
H -1.423 -2.665 -0.717 0.197
H -1.447 -1.448 -1.965 0.170
H 2.902 -0.173 -2.305 0.474
H 2.072 0.472 -1.191 0.479
O 2.129 -0.315 -1.750 -0.961